No. 1
{"formula": "C13H4Br2N3OPdS2", "method": "ωB97M-V/def2-TZVPD", "elements": ["Pd", "Br", "C", "C", "C", "Br", "C", "C", "C", "C", "N", "C", "C", "O", "H", "H", "H", "H", "S", "C", "C", "N", "C", "S", "C", "N"], "coordinates": [[-1.40465, -0.25600, -0.51483], [-0.56227, -1.84751, 4.36426], [0.65286, -1.40969, 2.98226], [2.01974, -1.39239, 3.26285], [2.94316, -1.09824, 2.29505], [4.79223, -1.13846, 2.73415], [2.52674, -0.78775, 0.98276], [3.37780, -0.48848, -0.10375], [2.84794, -0.22687, -1.33561], [1.45509, -0.22843, -1.50571], [0.64151, -0.48080, -0.50398], [1.13795, -0.78071, 0.72615], [0.13621, -1.12667, 1.71221], [-1.10351, -1.15436, 1.40871], [2.34797, -1.62775, 4.26607], [4.44820, -0.48367, 0.05145], [3.48354, -0.00535, -2.18155], [0.99603, 0.00091, -2.45810], [-3.63255, -0.18180, -0.50010], [-3.99899, 1.20078, -1.48835], [-5.37590, 1.57304, -1.59917], [-6.48934, 1.85661, -1.66749], [-3.03057, 1.86942, -2.16018], [-1.35417, 1.43112, -1.96680], [-3.32247, 2.95668, -3.03765], [-3.53255, 3.82639, -3.76267]], "forces_ev_per_a": [[0.17, 0.10, 0.62], [0.03, 0.00, -0.03], [-0.08, -0.02, 0.00], [0.03, -0.02, 0.01], [0.00, -0.01, 0.00], [0.00, 0.02, 0.00], [-0.06, -0.01, 0.01], [0.01, -0.03, -0.04], [0.04, -0.02, -0.01], [0.02, 0.01, 0.17], [0.30, 0.23, -0.21], [-0.08, -0.17, 0.00], [0.06, 0.04, 0.13], [-0.07, -0.21, -0.31], [0.00, 0.00, 0.00], [0.00, 0.01, 0.00], [0.00, -0.01, 0.00], [0.00, 0.03, 0.00], [-0.28, 0.16, 0.22], [0.12, -0.06, -0.21], [-0.04, 0.02, -0.02], [0.00, -0.01, 0.00], [-0.05, -0.09, 0.13], [-0.11, 0.01, -0.43], [-0.04, 0.02, -0.05], [0.02, 0.01, 0.02]], "mulliken_charge": [0.190, -0.180, -0.275, -0.377, -0.186, -0.266, 0.934, -0.546, -0.814, -0.308, -0.293, -0.248, 1.395, -0.872, 0.410, 0.317, 0.366, 0.463, -0.263, 0.508, -0.069, -0.484, 0.556, -0.433, -0.021, -0.503], "largest_force_ev_per_a": 0.6, "homo_lumo_gap_ev": 6.62, "total_charge": -1, "de_lowest_kcal_mol": 0.0, "e_homo_ha": -0.172}

---

No. 2
{"formula": "C28H76O10", "method": "ωB97M-V/def2-TZVPD", "elements": ["C", "C", "C", "O", "H", "H", "H", "H", "H", "H", "H", "H", "C", "C", "C", "O", "H", "H", "H", "H", "H", "H", "H", "H", "C", "C", "C", "O", "H", "H", "H", "H", "H", "H", "H", "H", "C", "C", "C", "O", "H", "H", "H", "H", "H", "H", "H", "H", "C", "C", "C", "O", "H", "H", "H", "H", "H", "H", "H", "H", "C", "C", "C", "O", "H", "H", "H", "H", "H", "H", "H", "H", "C", "C", "C", "O", "H", "H", "H", "H", "H", "H", "H", "H", "C", "C", "C", "O", "H", "H", "H", "H", "H", "H", "H", "H", "C", "C", "O", "H", "H", "H", "H", "H", "H", "C", "C", "O", "H", "H", "H", "H", "H", "H"], "coordinates": [[-1.08140, -14.63339, -11.18855], [-2.00052, -14.20384, -12.29919], [-2.05281, -15.17980, -13.45860], [-3.32890, -13.98948, -11.78960], [-1.27640, -14.04682, -10.29081], [-0.03670, -14.44554, -11.44959], [-1.14614, -15.69951, -10.96432], [-1.65741, -13.23373, -12.68514], [-1.07211, -15.31968, -13.92382], [-2.72343, -14.87497, -14.26546], [-2.44587, -16.13432, -13.09836], [-3.83427, -13.56274, -12.48621], [-3.51526, -16.58542, -18.95339], [-3.08354, -16.83912, -17.52008], [-4.11622, -16.29072, -16.53876], [-2.90739, -18.24900, -17.33945], [-4.54403, -16.91067, -19.09181], [-2.83170, -17.07810, -19.64673], [-3.40858, -15.52506, -19.19150], [-2.10233, -16.38482, -17.33915], [-4.09974, -15.19616, -16.49070], [-3.92793, -16.60743, -15.50966], [-5.13868, -16.56400, -16.79532], [-2.55828, -18.43452, -16.43726], [-1.73516, -25.05450, -11.07875], [-0.50648, -24.18734, -11.32317], [-0.55209, -22.82670, -10.62194], [0.68692, -24.82912, -10.90862], [-1.73821, -25.52308, -10.09217], [-1.69766, -25.89804, -11.77544], [-2.65485, -24.49186, -11.23816], [-0.49204, -24.01348, -12.41036], [-0.52410, -23.04630, -9.55505], [-1.41030, -22.22277, -10.92005], [0.32646, -22.28369, -10.96077], [1.09776, -25.29456, -11.64005], [0.08028, -18.53757, -15.63297], [-0.69755, -19.36318, -14.63342], [-0.31243, -19.08324, -13.18455], [-2.09376, -19.12178, -14.82078], [1.12462, -18.85324, -15.61342], [0.05194, -17.47622, -15.35849], [-0.31204, -18.61667, -16.64622], [-0.42511, -20.40500, -14.83822], [0.75463, -19.23160, -12.99830], [-0.83586, -19.74764, -12.49375], [-0.53400, -18.04849, -12.91373], [-2.55434, -19.79221, -14.28462], [-4.67743, -21.68160, -17.31335], [-5.42438, -20.72377, -18.23871], [-6.32156, -19.77698, -17.43624], [-4.47805, -20.00447, -19.02326], [-3.93588, -21.10202, -16.75764], [-4.16787, -22.46808, -17.87156], [-5.33314, -22.16454, -16.58289], [-6.06220, -21.27694, -18.93320], [-6.69542, -19.00580, -18.11067], [-5.77066, -19.27136, -16.64177], [-7.12256, -20.34690, -16.96133], [-4.07330, -19.31385, -18.45514], [2.61136, -22.12180, -12.95515], [3.03410, -21.33558, -14.17224], [3.72066, -20.02285, -13.79945], [3.92814, -22.18216, -14.89407], [1.82959, -21.60957, -12.39469], [3.48876, -22.28443, -12.32601], [2.23758, -23.09869, -13.26406], [2.17742, -21.08586, -14.81196], [3.01059, -19.32191, -13.34863], [4.13174, -19.51004, -14.67120], [4.50252, -20.20930, -13.06032], [4.18962, -21.75796, -15.71647], [1.51050, -20.06987, -9.94478], [2.11230, -19.00353, -9.03335], [1.13971, -17.84750, -8.80284], [2.42439, -19.57142, -7.75732], [0.50667, -20.33515, -9.61911], [2.16467, -20.94039, -10.01802], [1.43822, -19.68058, -10.96567], [3.00828, -18.60886, -9.52959], [0.83950, -17.46219, -9.77548], [1.68114, -17.09757, -8.22773], [0.26865, -18.20502, -8.25754], [3.21996, -20.09955, -7.88877], [-5.57437, -22.22454, -12.77227], [-4.05973, -22.03558, -12.72068], [-3.33506, -22.88933, -13.76647], [-3.69987, -20.66101, -12.94889], [-5.81294, -23.28831, -12.74797], [-5.98646, -21.82419, -13.70221], [-6.11096, -21.74768, -11.94966], [-3.71166, -22.29829, -11.71716], [-3.07214, -22.31473, -14.65024], [-3.91938, -23.77363, -14.01068], [-2.38185, -23.21209, -13.33497], [-4.45476, -20.09839, -12.74515], [-1.07159, -23.58957, -17.24164], [-0.81856, -22.10758, -16.97583], [0.55652, -21.84303, -16.71318], [-0.49926, -23.94111, -18.10548], [-2.12481, -23.73517, -17.49076], [-0.76800, -24.21737, -16.40501], [-1.40767, -21.84928, -16.09786], [-1.10890, -21.49567, -17.83275], [1.06896, -21.88058, -17.52314], [2.22973, -15.16895, -14.30967], [2.09180, -15.91530, -12.99548], [2.57069, -15.05465, -11.96278], [1.90896, -15.83709, -15.11548], [3.26462, -14.90263, -14.51782], [1.60428, -14.27839, -14.34456], [2.68766, -16.83277, -13.02823], [1.04110, -16.17854, -12.82742], [2.57848, -15.53715, -11.12946]], "forces_ev_per_a": [[0.38, 0.00, 0.27], [-0.43, 0.68, -0.75], [-0.03, -0.40, -0.13], [0.30, -0.26, 0.30], [-0.12, -0.12, 0.04], [-0.05, 0.04, -0.18], [-0.30, -0.01, 0.09], [0.17, -0.05, 0.09], [0.02, -0.11, 0.18], [-0.02, 0.31, 0.14], [0.22, -0.11, -0.03], [-0.07, -0.02, -0.02], [0.68, 0.18, 0.07], [-0.05, -0.19, 0.31], [0.12, 0.49, 0.46], [-0.12, 0.03, 0.08], [0.01, -0.05, -0.24], [-0.23, -0.31, 0.02], [-0.34, 0.07, 0.16], [-0.09, 0.26, 0.01], [0.11, -0.02, -0.26], [0.10, -0.24, -0.11], [0.01, -0.26, -0.15], [-0.42, -0.01, -0.40], [0.34, -0.58, -0.02], [-0.66, 0.53, -0.50], [0.25, -0.77, -0.57], [0.17, -0.07, 0.19], [0.02, 0.38, 0.16], [-0.21, 0.10, -0.07], [-0.03, -0.05, 0.02], [0.28, 0.07, 0.09], [-0.01, 0.51, 0.11], [-0.22, -0.20, 0.22], [0.13, 0.06, 0.41], [-0.10, -0.03, -0.07], [0.12, 0.59, 0.29], [0.54, -0.10, 0.19], [0.17, 0.17, 0.10], [0.23, -0.48, 0.11], [0.00, 0.00, -0.12], [-0.04, -0.03, 0.01], [0.02, -0.25, 0.01], [-0.40, -0.10, -0.05], [0.01, -0.07, -0.27], [-0.15, 0.03, -0.06], [-0.15, 0.01, -0.03], [-0.32, 0.29, -0.04], [-0.11, -0.08, 0.09], [0.26, 0.27, 0.45], [0.29, -0.15, -0.18], [-0.24, 0.26, 0.12], [0.06, -0.03, 0.01], [0.05, 0.10, -0.06], [-0.09, 0.03, -0.07], [0.16, -0.01, -0.08], [-0.32, -0.09, 0.09], [0.22, -0.03, 0.02], [-0.17, 0.18, -0.14], [0.03, -0.49, -0.16], [-0.02, -0.15, -0.18], [0.13, 0.58, -0.34], [-0.20, 0.03, 0.29], [0.08, -0.18, 0.02], [0.10, 0.05, 0.01], [-0.10, 0.01, 0.14], [-0.06, 0.02, 0.02], [-0.11, -0.26, 0.10], [-0.06, -0.11, 0.03], [0.12, -0.14, -0.02], [0.15, 0.06, -0.16], [-0.05, 0.09, 0.05], [0.28, 0.48, -0.34], [-0.66, -0.25, -0.20], [0.82, -0.56, -0.06], [0.32, 0.27, -0.32], [0.07, -0.23, 0.12], [-0.16, -0.13, 0.24], [-0.10, 0.07, 0.08], [0.14, -0.01, 0.24], [-0.13, 0.23, 0.02], [-0.34, 0.23, 0.03], [-0.05, 0.09, 0.05], [-0.12, -0.07, 0.22], [-0.02, -0.01, -0.21], [-0.45, 0.10, -0.27], [0.53, 0.06, 0.82], [0.01, 0.02, -0.06], [-0.01, 0.01, 0.09], [0.12, -0.02, -0.09], [0.20, 0.06, 0.10], [0.02, -0.08, -0.02], [-0.41, 0.05, -0.19], [0.08, 0.00, -0.19], [-0.07, -0.13, -0.17], [0.08, -0.01, 0.07], [0.16, 0.15, -0.58], [0.31, -0.72, -0.57], [0.05, 0.14, 0.77], [0.01, 0.12, -0.02], [0.00, -0.13, 0.21], [-0.17, 0.11, 0.17], [0.22, 0.47, 0.02], [-0.46, -0.02, 0.13], [-0.16, -0.10, -0.17], [-0.16, -0.55, -0.23], [0.21, 0.46, -0.11], [-0.09, -0.11, 0.08], [-0.04, 0.10, -0.01], [0.03, 0.10, 0.16], [0.04, 0.06, 0.12], [-0.06, -0.07, 0.00], [0.04, -0.06, 0.05], [-0.03, 0.03, -0.04]], "mulliken_charge": [-1.163, 0.375, -0.580, -0.601, 0.407, 0.277, 0.220, 0.235, 0.004, 0.352, 0.159, 0.330, -1.690, 1.024, -1.264, -0.262, 0.325, 0.375, 0.458, 0.261, 0.433, 0.202, 0.269, 0.023, -1.435, 0.698, -0.455, -0.609, 0.409, 0.341, 0.207, 0.157, 0.416, 0.176, -0.306, 0.377, -1.472, 1.233, 0.600, 0.000, 0.299, -0.061, 0.566, -0.379, -0.863, 0.339, -0.279, -0.200, -0.426, 0.250, -1.231, -0.586, -0.226, 0.221, 0.376, 0.396, 0.328, 0.119, 0.454, 0.248, -0.766, 1.496, -1.002, -0.639, -0.335, 0.412, 0.344, -0.555, -0.117, 0.412, 0.384, 0.364, -0.331, 0.197, -1.094, -0.552, 0.200, 0.389, -0.151, 0.274, 0.023, 0.360, 0.419, 0.347, -1.776, 1.039, 0.250, -0.455, 0.443, 0.399, 0.455, -0.103, -0.479, 0.568, -0.660, 0.205, -1.320, 0.958, -0.410, 0.400, 0.298, 0.286, -0.625, 0.292, 0.282, -1.391, 0.895, -0.609, 0.309, 0.396, 0.284, 0.124, -0.298, 0.312], "largest_force_ev_per_a": 1.1, "smiles": "CC(C)O.CC(C)O.CC(C)O.CC(C)O.CC(C)O.CC(C)O.CC(C)O.CC(C)O.CCO.CCO", "homo_lumo_gap_ev": 10.06, "de_lowest_kcal_mol": 11.0, "e_homo_ha": -0.354}

---

No. 3
{"formula": "C17H35N5O5P", "method": "ωB97M-V/def2-TZVPD", "elements": ["O", "P", "C", "C", "C", "C", "C", "N", "H", "H", "H", "H", "H", "H", "H", "C", "C", "O", "N", "C", "H", "H", "H", "H", "H", "H", "H", "C", "C", "O", "N", "C", "H", "H", "H", "H", "H", "H", "H", "C", "C", "O", "N", "C", "H", "H", "H", "H", "H", "H", "H", "C", "C", "O", "N", "C", "H", "H", "H", "H", "H", "H", "H"], "coordinates": [[-1.14026, 2.36357, 0.43246], [-1.25547, 3.25470, -0.83671], [-0.03813, 4.56891, -0.89598], [1.12208, 4.37972, -1.61897], [2.03739, 5.42545, -1.67566], [1.69962, 6.57930, -0.99729], [0.51123, 6.63561, -0.27632], [-0.38161, 5.65944, -0.20025], [-0.20654, 2.28041, 0.76470], [-2.50410, 3.86061, -0.89792], [-1.08524, 2.47908, -1.98268], [1.31271, 3.44561, -2.12601], [2.95298, 5.32354, -2.23453], [2.34663, 7.44140, -1.01740], [0.28129, 7.53898, 0.27070], [-1.49207, -0.71743, -1.62689], [-2.95641, -0.34319, -1.66048], [-3.35497, 0.78795, -1.38674], [-3.82982, -1.30779, -2.00477], [-3.55161, -2.69325, -2.35821], [-0.91272, 0.15134, -1.32923], [-1.31518, -1.51275, -0.90344], [-1.15566, -1.04555, -2.61044], [-4.78962, -0.99877, -2.00948], [-3.91368, -2.89573, -3.36498], [-4.07174, -3.35133, -1.66108], [-2.49129, -2.91069, -2.32095], [-4.40759, -6.58288, -6.20484], [-4.29428, -5.96401, -4.83250], [-3.27102, -5.41159, -4.45653], [-5.37980, -6.04430, -4.01925], [-6.66742, -6.65739, -4.29481], [-3.46717, -6.43782, -6.72618], [-4.60624, -7.65226, -6.13013], [-5.20424, -6.10742, -6.77776], [-5.24023, -5.61774, -3.11769], [-7.45992, -5.91234, -4.21177], [-6.86325, -7.45088, -3.57254], [-6.68850, -7.08008, -5.29266], [-0.20855, 0.67128, 3.23981], [1.12471, 1.07727, 2.66462], [1.22120, 1.89176, 1.73130], [2.22454, 0.53606, 3.19324], [2.32605, -0.42455, 4.28536], [-1.00103, 1.19358, 2.71278], [-0.36279, -0.40154, 3.12674], [-0.26236, 0.93381, 4.29568], [3.08050, 0.85380, 2.76430], [2.92110, 0.01471, 5.08384], [2.82600, -1.32318, 3.92185], [1.34650, -0.69193, 4.66516], [5.71393, 2.85676, 4.88168], [5.47840, 1.39334, 5.16928], [4.53849, 1.01245, 5.85405], [6.35194, 0.50010, 4.64073], [7.51734, 0.76151, 3.81317], [4.93645, 3.43323, 5.37246], [6.68254, 3.17372, 5.26831], [5.67319, 3.05182, 3.80917], [6.14100, -0.45738, 4.87536], [7.41272, 0.25447, 2.85304], [8.41356, 0.38388, 4.30595], [7.63642, 1.82458, 3.63730]], "forces_ev_per_a": [[-0.16, 0.28, -0.27], [-0.03, -0.01, -0.15], [-0.52, -0.59, 0.03], [0.25, 0.08, -0.09], [-0.40, -0.05, 0.17], [0.24, -0.16, -0.17], [-0.18, 0.54, 0.38], [0.57, -0.09, -0.44], [0.60, -0.36, 0.91], [-0.10, -0.20, 0.15], [-0.07, 0.04, -0.05], [-0.01, -0.08, -0.07], [0.12, 0.08, -0.04], [0.06, 0.09, 0.05], [-0.11, 0.06, 0.06], [-0.04, 0.11, -0.01], [-0.19, 0.00, 0.01], [0.42, 0.28, -0.02], [0.22, -0.02, 0.04], [-0.43, 0.17, -0.02], [-0.03, 0.02, 0.05], [0.04, -0.06, -0.06], [0.02, -0.10, 0.04], [-0.02, -0.02, -0.02], [0.12, -0.13, -0.02], [0.10, -0.10, -0.02], [0.02, 0.02, -0.01], [0.06, 0.03, 0.01], [0.08, -0.01, -0.01], [-0.05, 0.09, 0.07], [-0.01, -0.01, -0.17], [0.11, 0.16, 0.31], [0.03, 0.03, 0.05], [-0.08, 0.01, -0.05], [-0.05, -0.09, -0.01], [-0.01, -0.04, 0.03], [-0.06, -0.06, -0.08], [-0.06, -0.06, -0.08], [0.02, 0.00, -0.02], [-0.01, 0.11, -0.16], [0.02, -0.12, 0.16], [-0.48, 0.19, -0.55], [-0.21, 0.03, -0.10], [0.21, 0.11, -0.07], [0.00, 0.01, 0.00], [0.00, -0.01, 0.10], [0.00, -0.09, 0.03], [0.05, 0.00, 0.06], [-0.08, -0.14, 0.03], [-0.08, -0.06, 0.06], [-0.04, 0.01, -0.07], [-0.07, -0.01, 0.04], [0.03, -0.01, 0.12], [0.10, 0.12, -0.03], [-0.07, 0.14, -0.13], [-0.11, -0.30, 0.13], [-0.03, -0.05, 0.03], [0.03, 0.03, -0.09], [0.10, 0.04, 0.00], [0.06, -0.01, 0.05], [0.07, 0.07, -0.05], [0.06, 0.08, -0.05], [-0.02, 0.02, 0.02]], "mulliken_charge": [-0.252, 0.253, 0.552, -0.149, -0.633, -0.271, -0.344, -0.434, 0.447, 0.145, 0.126, 0.333, 0.443, 0.381, 0.403, -1.019, 0.830, -0.669, -0.130, -0.807, -0.009, 0.388, 0.398, 0.219, 0.294, 0.242, 0.286, -1.349, 0.871, -0.637, -0.121, -0.863, 0.304, 0.370, 0.357, 0.188, 0.293, 0.294, 0.322, -1.414, 1.028, -0.828, -0.167, -0.871, 0.286, 0.384, 0.381, 0.202, 0.314, 0.300, 0.367, -1.381, 0.820, -0.698, -0.150, -0.849, 0.306, 0.397, 0.379, 0.237, 0.287, 0.296, 0.322], "largest_force_ev_per_a": 1.1, "homo_lumo_gap_ev": 8.15, "total_charge": 1, "de_lowest_kcal_mol": 0.0, "e_homo_ha": -0.411}